Molecular formula: C16H38BBr10N2O4P2
Method: DFT, wB97M-V/def2-TZVPD

Properties
- charge = -1

Geometry as XYZ:
```
73
Properties=species:S:1:pos:R:3:forces:R:3:lowdin_charge:R:1
C 0.646077 1.088888 0.878542 -0.266 0.154 -0.122 -0.25
P -0.265450 0.032532 -0.329521 0.178 1.018 -0.493 0.72
O -1.849955 0.522233 -0.129106 0.639 0.842 -0.167 -0.36
C 0.027894 0.555504 -2.088306 0.341 -0.448 -0.823 -0.37
O -0.895901 -0.294815 -2.770612 0.206 0.484 0.019 -0.17
B -0.152653 -1.563183 -2.932294 0.119 -1.275 0.435 -0.93
P -0.682783 -2.579242 -4.570427 -1.218 1.357 -0.082 0.70
N -1.839282 -1.923959 -5.475300 -0.015 -0.116 -0.264 -0.40
O 1.305807 -1.253253 -2.950383 -0.092 0.465 0.562 -0.06
C 1.311458 0.146206 -2.845068 0.094 0.394 -0.926 -0.35
C 2.657124 0.815212 -2.590830 -0.022 -0.564 0.791 -0.06
C 3.438554 0.358541 -1.334192 0.578 -0.127 -0.590 -0.35
O 2.793682 -0.661144 -0.589873 -0.203 0.608 0.490 -0.03
C 3.808096 1.557204 -0.457837 0.331 0.185 0.189 -0.26
N 4.155865 1.189582 0.913846 -0.136 0.169 0.149 0.01
H -0.077495 1.422112 1.625728 -0.067 0.089 -0.059 0.03
H 1.167201 1.943997 0.454576 0.077 0.037 0.085 -0.03
H 1.333388 0.424608 1.397608 0.171 0.065 -0.088 0.02
H -1.907777 1.467466 -0.320300 -0.361 -0.013 -0.105 0.05
H -0.149363 1.609317 -2.340752 -0.346 0.059 0.330 0.12
H -0.430450 -2.337017 -2.021012 0.178 -0.086 -0.039 0.04
H -1.158370 -3.843979 -4.136231 0.649 -0.281 -0.118 -0.04
H 0.475635 -2.848324 -5.349150 0.003 -0.505 0.179 -0.04
H -2.093014 -1.036552 -5.052264 0.089 0.058 0.010 -0.10
H 1.063480 0.487704 -3.868536 -0.107 0.462 0.148 0.15
H 2.492702 1.893482 -2.513598 -0.108 0.039 -0.238 0.08
H 3.264021 0.621771 -3.475132 0.047 0.075 -0.024 0.12
H 4.388666 -0.040861 -1.702156 0.028 -0.155 0.162 0.14
H 3.204358 -1.499298 -0.799911 -0.247 -0.169 -0.189 0.11
H 4.713339 1.992519 -0.899339 -0.067 0.040 -0.160 0.11
H 3.057951 2.356229 -0.517293 -0.209 -0.396 0.134 0.02
H 4.013886 2.008354 1.494628 0.189 -0.001 0.101 0.06
H 3.493603 0.508578 1.266925 -0.008 -0.154 -0.234 0.04
Br 1.347500 4.363746 -1.013637 -0.154 0.119 -0.162 0.69
C 3.123944 5.024922 -1.431872 -0.103 0.094 0.244 -0.67
C 3.080779 6.137830 -2.443662 0.136 -0.040 -0.198 -0.70
Br 2.759380 5.461613 -4.237235 -0.064 0.016 0.015 0.61
H 3.704107 4.170836 -1.767269 0.002 0.012 -0.054 0.04
H 3.524537 5.385572 -0.485931 0.006 0.030 -0.011 0.06
H 4.043592 6.641474 -2.492814 0.015 -0.017 0.046 0.06
H 2.301478 6.863198 -2.235327 -0.013 -0.016 0.051 0.05
Br -0.804539 7.538929 2.436255 0.047 -0.002 -0.055 0.60
C -0.735153 5.597317 2.324727 -0.168 0.099 0.077 -0.70
C 0.173542 5.011482 3.371181 0.110 -0.191 -0.125 -0.69
Br 2.044603 5.244064 2.901238 0.093 0.060 0.078 0.59
H -0.422064 5.351576 1.315028 0.050 -0.019 0.014 0.01
H -1.758304 5.263470 2.480932 0.010 -0.031 0.028 0.06
H 0.026375 3.935762 3.440023 -0.028 -0.004 -0.046 0.06
H 0.036667 5.459123 4.349754 -0.034 0.044 -0.016 0.05
Br 0.361868 -4.227733 3.634460 -0.025 0.042 0.097 0.56
C -1.493529 -4.026102 3.036763 -0.072 -0.257 -0.123 -0.71
C -1.579777 -3.885824 1.541457 -0.247 0.819 0.193 -0.60
Br -1.011074 -2.026588 0.863478 -0.145 -3.132 0.816 0.68
H -1.894678 -3.167283 3.565930 0.057 0.034 -0.007 0.03
H -1.995893 -4.926917 3.390120 0.042 0.006 0.048 0.04
H -2.614942 -4.005683 1.219690 0.005 0.012 0.025 0.05
H -0.949450 -4.593262 1.011142 0.042 0.037 -0.004 0.04
Br -6.509536 -0.048201 -3.085558 0.030 0.031 -0.005 0.56
C -5.508828 -1.360054 -4.131310 -0.162 -0.041 -0.094 -0.69
C -5.033897 -2.507381 -3.283788 0.307 -0.108 0.092 -0.69
Br -3.503154 -2.009830 -2.209714 -0.143 -0.017 0.204 0.74
H -4.688482 -0.830112 -4.603680 0.058 -0.046 0.033 0.04
H -6.205761 -1.705297 -4.891647 -0.003 -0.006 0.003 0.05
H -4.686812 -3.318570 -3.921024 -0.007 0.075 -0.107 0.06
H -5.797320 -2.878201 -2.606148 -0.090 0.045 -0.065 0.04
Br -2.769906 -7.339106 7.073389 -0.010 0.023 -0.052 0.59
C -1.136788 -6.292060 6.906883 -0.033 -0.169 0.102 -0.70
C -1.222228 -5.001187 7.675670 0.096 0.179 -0.154 -0.70
Br -2.315628 -3.692157 6.750422 -0.114 0.029 0.069 0.62
H -0.967717 -6.133979 5.846288 0.029 0.061 0.008 0.02
H -0.349095 -6.923790 7.310750 0.019 0.027 0.014 0.06
H -0.236977 -4.547226 7.756267 0.026 -0.039 -0.039 0.06
H -1.647136 -5.124787 8.666339 -0.009 -0.068 -0.004 0.05
```
Forces are in eV/Å.


Molecular formula: C16H38BrN2O
Method: DFT, wB97M-V/def2-TZVPD

Properties
- charge = +1
- energy above the lowest of the compared OMol25 structures with the same formula, charge and spin (kcal/mol) = 0.00

Geometry as XYZ:
```
58
Properties=species:S:1:pos:R:3:forces:R:3:nbo_charge:R:1
Br -0.914329 1.928599 -0.526082 0.138 -0.405 0.276 -0.93
C 3.583013 -2.420077 -2.147091 -0.419 -0.228 0.319 -0.64
C 3.347753 -0.981559 -2.545766 -0.312 -0.342 -1.188 -0.23
N 2.214390 -0.275486 -1.850124 0.475 0.446 0.306 -0.21
C 0.918105 -0.973381 -2.074830 0.124 -0.017 0.292 -0.44
C 2.436955 -0.221188 -0.363090 0.366 -0.555 0.314 -0.23
C 3.723619 0.441299 0.072782 -0.577 0.826 0.511 -0.64
C 2.160346 1.152968 -2.347559 -0.045 0.428 -0.548 -0.25
C 1.318355 1.383217 -3.587281 -0.265 0.195 0.170 -0.09
O 1.719628 0.538829 -4.637378 -0.027 -0.250 -0.023 -0.57
C 0.826296 0.538767 -5.747537 0.010 -0.203 -0.037 -0.25
H 4.349194 -2.843967 -2.792060 0.264 0.137 0.179 0.25
H 2.710098 -3.052242 -2.321636 -0.075 0.159 -0.033 0.22
H 3.841786 -2.537982 -1.094594 0.326 -0.042 -0.106 0.21
H 3.059864 -0.958091 -3.598025 -0.015 0.053 0.036 0.25
H 4.245846 -0.373943 -2.504116 -0.003 0.089 0.466 0.22
H 0.165094 -0.375068 -1.561751 -0.222 0.042 -0.223 0.27
H 0.994039 -1.953821 -1.615508 -0.063 -0.065 -0.005 0.21
H 0.740746 -1.068905 -3.138936 -0.067 0.056 -0.052 0.24
H 2.461716 -1.256960 -0.019233 -0.233 -0.003 -0.064 0.21
H 1.573311 0.277022 0.075490 -0.104 0.071 -0.188 0.26
H 4.621802 -0.034944 -0.299864 0.132 0.019 -0.002 0.22
H 3.715489 0.437327 1.166543 0.211 -0.394 -0.051 0.24
H 3.701897 1.515088 -0.126805 0.259 -0.120 -0.424 0.23
H 3.179259 1.481855 -2.542931 0.090 -0.202 0.101 0.22
H 1.738158 1.776597 -1.562007 -0.152 -0.091 0.088 0.28
H 1.440525 2.440545 -3.854521 0.043 -0.005 0.044 0.20
H 0.256503 1.255042 -3.347181 0.034 -0.070 0.004 0.21
H 1.217751 1.159585 -6.552979 -0.057 0.112 0.025 0.19
H -0.169652 0.878358 -5.457119 0.028 0.110 0.008 0.18
H 0.729816 -0.486477 -6.109900 0.119 0.050 -0.006 0.19
C -4.694329 2.482087 2.254769 -0.183 0.667 -0.249 -0.61
C -4.336826 1.065126 2.626910 0.008 -0.166 0.542 -0.43
C -2.899661 1.029132 3.106370 0.437 0.445 -0.375 -0.21
N -2.258478 -0.327439 3.093636 -0.182 -0.312 0.712 -0.20
C -3.016722 -1.263546 3.962688 -0.626 -0.163 -0.315 -0.41
C -2.163110 -0.866457 1.680532 0.918 -0.038 0.132 -0.24
C -0.719099 -1.382682 1.544812 -0.983 0.739 -0.801 -0.42
C 0.064512 -0.425472 2.427356 0.320 -0.206 -0.010 -0.45
C -0.837032 -0.209001 3.630037 0.310 -0.083 -0.040 -0.20
H -5.745735 2.568620 1.982405 0.015 -0.047 0.025 0.23
H -4.104657 2.855910 1.416166 0.051 -0.148 -0.037 0.23
H -4.519520 3.166200 3.088832 -0.032 -0.063 0.038 0.21
H -4.509181 0.379565 1.797582 0.073 0.022 -0.098 0.22
H -4.980092 0.758538 3.455202 -0.095 -0.172 -0.113 0.21
H -2.796994 1.433830 4.113376 -0.169 -0.164 0.116 0.22
H -2.254492 1.649180 2.473992 -0.116 -0.076 -0.156 0.25
H -3.086682 -0.849517 4.964710 0.244 -0.177 0.110 0.23
H -2.556701 -2.247429 3.913216 0.223 0.088 0.296 0.23
H -4.028293 -1.383496 3.577948 0.021 0.179 -0.064 0.23
H -2.895282 -1.646330 1.502659 -0.274 0.188 0.086 0.23
H -2.286847 0.000983 1.040187 -0.107 -0.057 -0.366 0.27
H -0.662987 -2.442853 1.782238 0.296 0.021 0.233 0.21
H -0.475114 -1.217513 0.492177 0.220 -0.295 0.090 0.24
H 1.042694 -0.842965 2.668976 -0.060 0.120 0.349 0.23
H 0.225669 0.526694 1.916871 -0.159 -0.070 -0.174 0.26
H -0.690380 -0.965523 4.398815 -0.120 -0.093 -0.082 0.22
H -0.722029 0.763346 4.098627 -0.017 0.060 -0.038 0.23
```
Forces are in eV/Å.


| no. | HOMO (eV) | DFT total energy (Eh) | HOMO-LUMO gap (eV) |
| --- | --- | --- | --- |
| 1 | -4.2187 | -27490.6540 | 5.9 |
| 2 | -10.3966 | -3390.9616 | 8.4 |